Entry 1:
C3H6N2O | ωB97M-V/def2-TZVPD

Output
HOMO: -0.3247 Eh
SMILES: CN/N=C/C=O
energy above the lowest of the compared OMol25 structures with the same formula, charge and spin: 362.6 kJ/mol
E_tot: -8232.9409 eV

```
! wB97M-V def2-TZVPD RIJCOSX def2/J DEFGRID3
* xyz 0 1
C 0.98 -1.86 -0.59
N -0.15 -1.05 -0.26
N 0.04 0.31 -0.40
C -0.76 1.06 0.20
C -0.55 2.43 0.67
O 0.48 3.01 0.76
H 0.58 -2.80 -1.01
H 1.77 -2.11 0.27
H 1.48 -1.30 -1.37
H -0.70 -1.42 0.49
H -1.82 0.64 0.21
H -1.36 3.08 1.03
*
```

Atomic partial charges in e from the natural (NBO) method, atoms 1 to 2: atom 1 (C): -0.415, atom 2 (N): -0.432

Entry 2:
C8H11NO2S | ωB97M-V/def2-TZVPD

Output
HOMO: -0.3279 Eh
energy above the lowest of the compared OMol25 structures with the same formula, charge and spin: 304.0 kJ/mol
E_tot: -24891.7794 eV

```
! wB97M-V def2-TZVPD RIJCOSX def2/J DEFGRID3
* xyz 0 1
C 1.56 -1.44 -0.17
C 1.98 -1.01 1.08
C 1.66 -0.59 -1.26
C 2.25 0.36 1.32
C -3.31 0.49 -0.58
C 2.13 0.73 -1.04
C 2.34 1.20 0.26
C -2.02 -1.26 0.24
N -2.25 0.02 -0.22
O -0.95 2.40 -1.14
O -0.95 1.74 1.28
S -0.59 1.39 -0.11
H 1.29 -2.49 -0.28
H 1.62 -1.68 1.96
H 1.28 -0.87 -2.16
H 2.44 0.74 2.39
H -4.24 -0.12 -0.48
H -3.34 1.51 -0.89
H 2.23 1.31 -1.91
H 2.81 2.30 0.45
H -1.99 -0.96 1.37
H -2.86 -1.99 -0.08
H -1.09 -1.77 -0.04
*
```

Atomic partial charges in e from the natural (NBO) method, atoms 1 to 2: atom 1 (C): -0.226, atom 2 (C): -0.221

Entry 3:
C31H24IrN4O7P | ωB97M-V/def2-TZVPD

Output
HOMO (alpha / beta): -0.4027 / -0.4205 Eh
energy above the lowest of the compared OMol25 structures with the same formula, charge and spin: 138.7 kJ/mol
E_tot: -64953.5786 eV

```
! wB97M-V def2-TZVPD RIJCOSX def2/J DEFGRID3
* xyz 1 2
Ir -1.20 0.61 0.37
O -2.21 3.34 3.11
C -2.01 2.40 2.39
O -1.37 2.44 1.23
C -2.55 1.03 2.79
C -3.22 0.69 3.95
C -3.62 -0.64 4.11
C -3.37 -1.60 3.13
C -2.69 -1.20 2.00
N -2.33 0.07 1.89
C -2.30 -2.04 0.79
O -2.62 -3.20 0.72
O -1.65 -1.37 -0.16
H -3.41 1.45 4.70
H -4.15 -0.92 5.01
H -3.68 -2.63 3.23
O 0.62 1.20 3.90
C 1.13 0.74 2.93
O 0.39 -0.03 2.04
C 2.52 0.78 2.45
C 3.59 1.28 3.17
C 4.86 1.14 2.63
C 5.04 0.51 1.41
C 3.95 0.03 0.68
C 2.68 0.18 1.21
P 1.10 -0.44 0.54
C 1.29 -0.09 -1.25
C 0.52 -0.81 -2.17
C 0.63 -0.54 -3.52
C 1.49 0.45 -3.97
C 2.24 1.18 -3.06
C 2.13 0.93 -1.70
C 1.11 -2.23 0.72
C 1.72 -3.04 -0.24
C 1.83 -4.40 -0.04
C 1.35 -4.98 1.12
C 0.76 -4.18 2.09
C 0.64 -2.82 1.90
H 3.43 1.75 4.13
H 5.72 1.51 3.17
H 6.04 0.39 1.01
H 4.11 -0.46 -0.27
H -0.17 -1.57 -1.82
H 0.05 -1.12 -4.23
H 1.59 0.65 -5.03
H 2.91 1.96 -3.41
H 2.68 1.54 -1.00
H 2.12 -2.61 -1.15
H 2.31 -5.01 -0.79
H 1.43 -6.05 1.28
H 0.38 -4.63 3.01
H 0.18 -2.21 2.67
C -0.54 4.07 -3.43
N -1.39 2.92 -3.11
C -2.41 2.54 -3.93
C -3.17 1.45 -3.68
C -2.87 0.70 -2.50
N -1.92 1.12 -1.68
C -1.11 2.17 -1.98
O -0.17 2.41 -1.24
N -3.53 -0.42 -2.19
H -1.17 4.87 -3.81
H 0.20 3.79 -4.17
H -0.05 4.39 -2.52
H -2.56 3.16 -4.80
H -3.96 1.16 -4.34
H -4.22 -0.79 -2.82
H -3.12 -1.02 -1.48
*
```

Atomic partial charges in e from the natural (NBO) method, atoms 1 to 2: atom 1 (Ir): 1.164, atom 2 (O): -0.545

Entry 4:
C6H4O2 | ωB97M-V/def2-TZVPD

Output
HOMO: -0.3027 Eh
SMILES: C#Cc1cc(O)co1
energy above the lowest of the compared OMol25 structures with the same formula, charge and spin: 314.5 kJ/mol
E_tot: -10377.3150 eV

```
! wB97M-V def2-TZVPD RIJCOSX def2/J DEFGRID3
* xyz 0 1
C -3.09 0.31 -1.20
C -1.92 0.32 -0.94
C -0.64 0.01 -0.38
C 0.27 0.90 0.12
C 1.35 0.09 0.60
O 2.54 0.45 1.07
C 0.93 -1.24 0.41
O -0.33 -1.16 -0.05
H -3.99 0.78 -1.69
H 0.33 2.05 0.03
H 3.00 -0.34 1.67
H 1.56 -2.16 0.36
*
```

Atomic partial charges in e from the natural (NBO) method, atoms 1 to 2: atom 1 (C): -0.196, atom 2 (C): -0.052

energy above the lowest of the compared OMol25 structures with the same formula, charge and spin of number 3 (C31H24IrN4O7P)? 138.7 kJ/mol